No. 1
Computed, not measured: a cluster of 2 separate species, C3H13N3 in total at a distorted geometry, with wB97M-V/def2-TZVPD.

Kohn-Sham gap, hartree: 0.3532
Structure (SMILES): CCN.NCN
LUMO, eV: 0.87

Structure (ORCA input):
```
! RIJCOSX wB97M-V def2-TZVPD def2/J DEFGRID3
* xyz 0 1
C -3.2404 -0.3071 0.9945
C -3.4128 1.2615 0.6213
N -2.9918 1.7204 -0.6966
H -2.1648 -0.4915 1.2467
H -3.9290 -0.5318 1.8353
H -3.2873 -0.9001 0.0187
H -4.5662 1.4790 0.6970
H -3.0040 1.9016 1.3420
H -2.8162 2.7130 -0.6938
H -2.2719 1.1498 -1.1931
N 3.3962 -1.0251 0.8611
C 2.6833 -0.5312 -0.3697
N 3.3989 -0.9443 -1.5532
H 3.0871 -1.8341 1.5506
H 4.3605 -1.0831 1.0381
H 1.5814 -0.8581 -0.2336
H 2.7074 0.5854 -0.4425
H 4.3289 -0.9964 -1.2945
H 3.1704 -1.9300 -1.6260
*
```



No. 2
Computed, not measured: a cluster of 4 separate species, C3H13N3 in total at a distorted geometry, with wB97M-V/def2-TZVPD.

Kohn-Sham gap (spin up / spin down), hartree: 0.2955 / 0.2959
LUMO (spin up / spin down), eV: -0.11 / -0.07

Structure (ORCA input):
```
! RIJCOSX wB97M-V def2-TZVPD def2/J DEFGRID3
* xyz 0 1
C -0.2716 0.1833 1.0157
C -0.7960 -1.1036 0.4156
C 1.2513 0.2785 0.8940
N -0.6224 0.2477 2.4473
H -0.7106 1.0321 0.4594
H -1.6252 0.1592 2.5670
H -0.3466 1.1412 2.8448
H 1.7144 -0.5599 1.4149
H -0.6839 -0.2342 -1.3755
H -0.4693 -1.9740 0.9790
H -1.8763 -1.1273 0.2869
H 1.6252 1.2047 1.3360
H 1.5642 0.2459 -0.1512
N -0.3888 -0.1567 -2.3789
N 0.2356 0.9921 -2.5801
H 1.1815 1.1789 -2.2521
H 0.2881 -1.4430 -1.7323
H 0.0194 -1.6322 -0.8419
H -0.0890 1.5674 -3.3489
*
```



No. 3
Computed, not measured: a cluster of 2 separate species, C3H13N3O in total at a distorted geometry, with wB97M-V/def2-TZVPD.

Kohn-Sham gap, hartree: 0.3750
Structure (SMILES): NCCNCN.O
LUMO, eV: 0.98

Structure (ORCA input):
```
! RIJCOSX wB97M-V def2-TZVPD def2/J DEFGRID3
* xyz 0 1
N -0.7866 -1.2153 2.5244
C 0.5657 -1.1519 1.8384
C 0.8481 0.2964 1.2289
N 0.0884 0.3900 -0.0995
C 0.0811 1.7148 -0.6397
N -0.7065 1.8987 -1.8567
H -1.4709 -1.2943 1.8519
H -0.9301 -2.0777 2.9902
H 0.5318 -1.8560 0.9347
H 1.3520 -1.4511 2.6061
H 0.4096 1.0980 1.8328
H 1.8627 0.4925 1.0219
H -0.9669 0.1417 0.0555
H 1.0989 2.0260 -0.8289
H -0.3333 2.4819 0.0468
H -1.6633 1.6372 -1.7730
H -0.3425 1.7181 -2.7817
O 0.0744 -1.6555 -2.4213
H 0.6281 -1.6068 -3.1136
H 0.0931 -0.7349 -2.0149
*
```



No. 4
Computed, not measured: a structure of composition C3H13N3O at a distorted geometry, with wB97M-V/def2-TZVPD.

Kohn-Sham gap, hartree: 0.3151
LUMO, eV: 0.95

Structure (ORCA input):
```
! RIJCOSX wB97M-V def2-TZVPD def2/J DEFGRID3
* xyz 0 1
C -0.5900 0.3637 0.9130
C -1.7008 1.1128 0.1909
N -0.2639 -1.3118 0.0034
N -0.0177 -1.1386 -1.3077
N -1.3130 -2.1535 0.1937
H -0.8151 -0.8169 -1.8606
H 0.8034 -0.4887 -1.4059
H -2.2095 -1.8411 -0.1811
H -1.3750 -2.4445 1.1585
H -0.9865 -0.1478 1.7942
H 0.1088 1.0321 1.4238
H -1.2941 1.8015 -0.5522
H -2.3482 1.6617 0.8764
H -2.3530 0.4226 -0.3613
C 2.7556 0.5833 -0.1179
O 1.5864 0.9210 -0.8350
H 0.7773 0.9580 -0.1403
H 2.8295 1.1546 0.8156
H 3.6222 0.8186 -0.7426
H 2.7837 -0.4870 0.1350
*
```



No. 5
Computed, not measured: a cluster of 2 separate species, C3H13N4 in total, with wB97M-V/def2-TZVPD.

Kohn-Sham gap, hartree: 0.3883
LUMO, eV: -2.78

Structure (ORCA input):
```
! RIJCOSX wB97M-V def2-TZVPD def2/J DEFGRID3
* xyz 1 1
C -2.0897 2.0847 0.5434
C 2.0856 0.6043 -0.7406
C 0.2794 -1.4409 0.8896
N -1.1346 -1.1714 0.4868
N -1.5894 1.3257 -0.3234
N 1.0015 -1.5379 -0.3440
N 0.9669 -0.2874 -0.9976
H -2.3193 1.6691 1.5216
H -2.3142 3.1378 0.4066
H -1.2498 -0.1228 0.0819
H 3.0471 0.2048 -1.0814
H 1.8937 1.5396 -1.2606
H 2.1496 0.8111 0.3266
H 0.5916 -0.6165 1.5489
H 0.3545 -2.3925 1.4198
H -1.3584 -1.8188 -0.2766
H -1.7802 -1.3271 1.2594
H -1.3677 1.7284 -1.2256
H 1.9376 -1.9289 -0.2337
H 0.8958 -0.4614 -2.0010
*
```



No. 6
Computed, not measured: a cluster of 2 separate species, C3H13N4O in total at a distorted geometry, with wB97M-V/def2-TZVPD.

Kohn-Sham gap, hartree: 0.3954
LUMO, eV: -2.88

Structure (ORCA input):
```
! RIJCOSX wB97M-V def2-TZVPD def2/J DEFGRID3
* xyz 1 1
C 0.0156 -2.3881 -0.9600
O 0.7894 -3.2476 -1.7382
C -0.2657 -1.1390 -1.7606
N -1.2699 -0.2937 -1.0591
H 0.4376 -2.1254 0.0237
H -0.9519 -2.8099 -0.6220
H 1.1715 -3.8902 -1.1356
H 0.6227 -0.5226 -1.8826
H -0.6706 -1.4290 -2.7296
H -2.1326 -0.7706 -0.8018
H -1.6039 0.4420 -1.6858
H -0.8241 0.2000 -0.1642
N 0.7345 2.1489 2.7667
C 0.3001 1.8567 1.4927
N 0.3638 2.9027 0.6259
N -0.2220 0.7209 1.1137
H 0.7072 1.3406 3.3735
H 1.6701 2.5456 2.7913
H 0.7430 3.7666 0.9621
H 0.2632 2.6858 -0.3434
H 0.1223 0.0063 1.7331
*
```



No. 7
Computed, not measured: a cluster of 2 separate species, C3H13N4O in total, with wB97M-V/def2-TZVPD.

Kohn-Sham gap, hartree: 0.3923
LUMO, eV: -2.84

Structure (ORCA input):
```
! RIJCOSX wB97M-V def2-TZVPD def2/J DEFGRID3
* xyz 1 1
C 0.1153 0.3888 3.2287
O -1.1070 0.4370 3.9141
C -0.2148 -0.1316 1.8371
N 0.9437 -0.0298 0.9140
H 0.8327 -0.2794 3.7102
H 0.5484 1.3931 3.1261
H -0.9545 0.7157 4.8229
H -0.5401 -1.1628 1.8671
H -1.0240 0.4475 1.4209
H 1.7377 -0.5751 1.2500
H 1.2871 0.9265 0.8885
H 0.6716 -0.3946 -0.1218
N -0.9957 -0.4998 -3.4324
C 0.0358 -0.2295 -2.5656
N 0.8318 0.8025 -2.9310
N 0.2875 -0.9164 -1.4942
H -1.7417 -1.0427 -3.0203
H -1.3536 0.3136 -3.9159
H 0.7896 1.0900 -3.8942
H 1.7350 0.8920 -2.4988
H -0.3905 -1.6627 -1.3986
*
```



No. 8
Computed, not measured: a cluster of 3 separate species, C3H13NO2 in total at a distorted geometry, with wB97M-V/def2-TZVPD.

Kohn-Sham gap, hartree: 0.3199
Structure (SMILES): CN(C)C.O.O
LUMO, eV: 0.81

Structure (ORCA input):
```
! RIJCOSX wB97M-V def2-TZVPD def2/J DEFGRID3
* xyz 0 1
C 0.8210 0.2312 0.7588
N -0.3549 0.5509 -0.0889
C -0.4457 2.0419 -0.4808
C -1.5144 0.0220 0.6657
H 1.5670 1.0538 0.9798
H 0.6528 -0.3166 1.6715
H 1.4169 -0.3679 0.1064
H -1.2784 2.0262 -1.2195
H 0.4767 2.5146 -0.9053
H -0.7952 2.5914 0.4307
H -2.4619 0.4123 0.2006
H -1.4383 -1.0909 0.6343
H -1.5592 0.4601 1.6642
O 2.5559 -2.6507 1.5119
H 3.3220 -2.0731 1.6332
H 2.8182 -3.4707 1.9405
O -1.4280 -0.4177 -2.9120
H -1.4717 -0.3154 -3.8667
H -0.8829 -1.2014 -2.7243
*
```



No. 9
Computed, not measured: a cluster of 3 separate species, C3H13NO2 in total at a distorted geometry, with wB97M-V/def2-TZVPD.

Kohn-Sham gap (spin up / spin down), hartree: 0.4558 / 0.2420
<S²>: 0.75
LUMO (spin up / spin down), eV: -3.31 / -9.10

Structure (ORCA input):
```
! RIJCOSX wB97M-V def2-TZVPD def2/J DEFGRID3
* xyz 1 2
C 1.3974 -0.0706 1.8436
C 0.7340 -0.7064 0.6066
C -0.7464 -0.9087 0.8820
N 0.8930 0.2066 -0.5280
H 1.1573 -0.6863 2.7213
H 2.4736 -0.1080 1.7428
H 1.1274 0.9602 2.0658
H 1.2006 -1.6617 0.3667
H -0.9223 -1.8016 1.4798
H -1.2448 -0.0296 1.2928
H -1.3389 -1.2216 0.0148
H 1.8945 0.3835 -0.6855
H 0.4485 1.1280 -0.3544
H -1.9784 2.6199 -0.9030
H -1.4370 1.3901 -1.6065
O -1.5992 1.7562 -0.7303
H -0.5510 -0.8880 -3.3686
H -0.5293 -0.1793 -1.9922
O -0.9790 -0.1827 -2.8479
*
```



No. 10
Computed, not measured: a cluster of 3 separate species, C3H13NO2S in total at a distorted geometry, with wB97M-V/def2-TZVPD.

Kohn-Sham gap (spin up / spin down), hartree: 0.0974 / 0.3038
<S²>: 0.75
LUMO (spin up / spin down), eV: 3.21 / 3.25

Structure (ORCA input):
```
! RIJCOSX wB97M-V def2-TZVPD def2/J DEFGRID3
* xyz -1 2
C 1.2509 -1.5911 -0.5293
N 0.4784 -0.5182 -1.2429
C -0.8704 -0.2777 -0.8014
C -0.8444 0.5744 0.6030
S -1.2669 -0.6101 2.0035
H 0.8615 -2.5357 -0.9279
H 1.2370 -1.3543 0.5537
H 2.3236 -1.4634 -1.0150
H 1.1607 0.3104 -1.2704
H -1.3622 0.2789 -1.5533
H -1.4244 -1.2736 -0.7970
H -0.0123 1.1961 0.6003
H -1.6554 1.2916 0.7431
H 0.1001 -0.9712 2.5630
H 3.2242 0.1450 2.0546
H 3.1808 1.0404 0.7784
O 2.9065 0.1687 1.1887
H -0.8572 1.5841 -3.4333
H -1.2447 2.4073 -2.0078
O -1.1348 2.3937 -3.0984
*
```



No. 11
Computed, not measured: a cluster of 3 separate species, C3H13NO2S in total at a distorted geometry, with wB97M-V/def2-TZVPD.

Kohn-Sham gap, hartree: 0.3422
Structure (SMILES): C[C@@H](N)CS.O.O
LUMO, eV: 0.40

Structure (ORCA input):
```
! RIJCOSX wB97M-V def2-TZVPD def2/J DEFGRID3
* xyz 0 1
C -0.1802 -1.8592 0.5968
C -0.0162 -0.5564 1.4432
N 1.1995 -0.4054 2.2834
C -0.1731 0.6443 0.5120
S -0.9417 2.1497 1.4183
H -1.1562 -1.8004 0.0793
H -0.4363 -2.6583 1.2738
H 0.6007 -1.9611 -0.1237
H -0.8380 -0.5933 2.1828
H 1.6127 -1.2689 2.7109
H 2.0775 -0.0743 1.6662
H 0.7452 0.9757 0.0339
H -1.0257 0.4939 -0.1400
H -0.2507 2.0016 2.5763
O 1.4865 -0.6508 -3.5501
H 0.7661 -0.4619 -4.2346
H 1.1123 -0.0929 -2.8337
O -1.1402 1.8920 -2.0137
H -1.5405 2.6537 -2.4602
H -1.9019 1.5720 -1.4210
*
```



No. 12
Computed, not measured: a cluster of 3 separate species, C3H13NO2S in total at a distorted geometry, with wB97M-V/def2-TZVPD.

Kohn-Sham gap, hartree: 0.3588
Structure (SMILES): C[C@H](N)CS.O.O
LUMO, eV: 0.54

Structure (ORCA input):
```
! RIJCOSX wB97M-V def2-TZVPD def2/J DEFGRID3
* xyz 0 1
C 1.1830 -2.0219 0.8859
C 1.1445 -0.5214 0.5579
N 2.5248 -0.0071 0.6712
C 0.2983 0.2125 1.6067
S -0.4024 1.7759 0.9522
H 0.1957 -2.4781 0.9161
H 1.8505 -2.5436 0.2146
H 1.6307 -2.0676 1.8717
H 0.6915 -0.3581 -0.4246
H 2.9585 -0.1136 -0.2454
H 2.4340 1.0101 0.7333
H 0.8985 0.3295 2.5092
H -0.6063 -0.3497 1.8631
H 0.2871 2.6368 1.7124
O -3.7081 0.4440 -0.6395
H -3.3940 -0.1735 0.0222
H -4.5267 0.8124 -0.3047
O -1.4433 1.3837 -4.3696
H -1.2623 0.9078 -3.5487
H -0.7542 1.1216 -4.9839
*
```



no.,DFT total energy (eV)
1,-7790.04088
2,-7786.12675
3,-9838.42160
4,-9835.04928
5,-9274.63276
6,-11324.11376
7,-11324.35051
8,-8905.39310
9,-8897.86747
10,-19738.98452
11,-19741.16883
12,-19741.90690